No. 1
The following is a quantum chemistry calculation of one molecule with the formula C6H9B, from the OMol25 dataset.

Structure (XYZ):
```
16
Properties=species:S:1:pos:R:3:lowdin_charge:R:1
C -1.20 0.92 0.24 -0.12
H -0.08 -1.18 -2.07 0.10
C 1.42 -0.74 1.51 -0.08
B 0.25 -1.40 0.69 -0.08
C -0.24 -0.32 -1.49 -0.07
H -1.87 -0.90 -0.25 0.13
C -0.87 -0.49 -0.09 -0.27
H -1.72 1.31 1.11 0.11
H 1.12 -0.54 2.52 0.05
H 1.79 0.19 1.11 0.05
H 2.35 -1.37 1.57 0.07
C -0.67 1.77 -0.62 -0.09
H 0.20 1.53 -2.56 0.08
H -0.76 2.91 -0.53 0.12
H 0.36 -2.65 0.57 0.08
C -0.08 0.97 -1.71 -0.09
```

relative energy (zero: lowest compared OMol25 entry of this formula, charge and spin) = 0.485 eV
LUMO = 0.02419 hartree
HOMO level = -8.78 eV
structure (SMILES) = CBC1C=CC=C1

No. 2
The following is a quantum chemistry calculation of a 12-piece molecular cluster, C50H122N6O12 overall, from the OMol25 dataset.

Structure (XYZ):
```
190
Properties=species:S:1:pos:R:3:lowdin_charge:R:1
C 1.27 7.29 -0.27 -0.02
N -2.83 -0.66 -4.33 -0.07
H 0.01 -0.40 1.20 0.12
H -0.63 -1.50 3.25 0.05
H 4.37 -7.77 1.93 0.07
H 0.64 -2.12 4.39 0.06
H 4.02 5.23 -3.60 0.08
O 3.12 5.23 -1.07 -0.03
C -3.94 -0.44 -3.39 -0.52
C 4.35 -2.99 1.54 -0.13
H -5.03 5.81 3.25 0.07
H -1.78 7.20 4.23 0.05
H 0.05 -5.66 2.04 0.08
H -0.69 4.61 -1.34 0.09
C -5.04 -2.65 -4.30 -0.15
C 4.30 -7.25 0.99 -0.02
C 4.49 -3.90 2.81 -0.50
H 1.40 1.92 6.45 0.10
H -4.87 -0.53 -6.49 0.07
H 1.83 2.19 -2.65 0.07
H -0.63 7.22 -2.68 0.10
H 3.95 3.61 2.71 0.10
H -2.99 -3.29 -4.41 0.10
H -5.90 -2.32 -4.87 0.10
H -3.78 -1.45 -7.53 0.09
C -0.10 0.23 0.29 -0.18
H 5.91 -2.78 4.09 0.11
C -3.04 4.94 5.15 -0.22
H 0.29 4.58 -3.81 0.10
C 2.15 -0.46 0.37 -0.11
C -4.64 -1.81 -3.08 -0.13
H 3.28 -2.88 1.29 0.09
C -4.21 -1.41 1.98 -0.12
H 7.05 -5.20 1.27 0.08
C 0.99 4.98 0.65 -0.02
H -0.12 1.35 5.79 0.08
O 4.42 -6.14 3.53 -0.05
C -0.24 2.16 1.95 -0.02
H -3.85 5.38 5.73 0.12
H 6.82 -6.87 0.75 0.08
H -1.20 -7.56 0.76 0.09
H 2.88 3.95 -3.54 0.05
H 4.47 2.44 1.49 0.08
H -2.22 5.09 3.05 0.13
C 0.90 1.60 5.48 -0.15
N -4.28 5.22 2.87 0.02
H -2.49 -6.78 -0.13 0.10
H 6.61 -3.73 2.74 0.07
N -2.23 1.25 0.70 0.08
C -1.08 -3.25 -1.85 -0.10
O -2.82 -1.53 2.33 -0.17
O -2.10 0.56 -4.62 -0.03
O -0.93 -3.45 3.95 -0.12
H 3.13 -0.07 0.13 0.09
C 3.69 2.62 2.24 -0.18
H 2.07 -0.59 1.48 0.10
H 1.13 -6.32 0.93 0.08
H 2.10 -1.46 -0.13 0.09
H -2.62 -2.34 2.82 0.05
H 0.57 6.28 -4.49 0.14
H 6.70 -6.43 2.43 0.08
C -0.20 -4.84 -3.55 -0.05
H 0.16 5.30 1.26 0.08
N 1.85 5.25 -1.63 -0.09
H 3.52 -6.38 3.83 0.12
N -0.62 -5.62 -1.30 -0.06
H -4.52 4.97 -0.77 0.08
H 0.83 2.34 4.73 0.05
C -3.83 -0.79 -6.67 -0.02
H -0.90 5.04 7.59 0.10
H 1.91 5.22 1.19 0.08
C 2.37 7.26 -3.13 -0.04
C -1.66 -1.91 -6.09 -0.03
C -2.73 7.05 3.80 -0.08
C 5.09 -3.51 0.32 -0.18
H 2.71 2.81 1.72 0.07
H 0.67 2.40 -3.93 0.08
H 5.52 -5.37 -0.77 0.14
H 2.08 -4.96 -2.17 0.09
H -5.72 0.83 -3.02 0.10
H 1.01 8.05 -1.03 0.08
H -3.09 3.82 5.16 0.13
C -1.14 -2.95 -0.37 -0.17
H -2.45 -0.39 -1.91 0.07
C 0.81 2.05 -2.91 -0.17
H -4.33 -1.50 0.89 0.07
H 1.05 -6.69 -1.19 0.07
H -4.09 5.51 1.90 0.04
H 1.00 3.90 0.40 0.08
H -3.54 7.65 4.27 0.09
H 3.24 -7.07 0.71 0.07
H -2.76 7.37 2.72 0.08
H -5.21 -3.65 -3.97 0.10
H -2.49 0.56 1.40 0.07
C -5.03 0.55 -3.86 -0.03
H 3.86 -5.07 -0.46 0.09
H 3.25 -2.46 3.87 0.09
H -2.31 3.87 7.16 0.08
H 1.77 -3.28 -2.38 0.09
C 6.45 -6.12 1.43 -0.04
C -0.03 -4.46 -2.11 -0.46
H 2.86 5.06 -4.88 0.10
H 0.61 7.59 0.60 0.11
C -0.57 6.15 -2.66 -0.17
C -3.70 -2.77 -5.09 -0.14
H 3.27 7.58 -2.57 0.09
N 4.22 -5.32 2.38 -0.08
C 3.37 -3.57 3.79 -0.04
C -1.59 -4.19 0.48 -0.12
H -1.28 -4.82 -3.90 0.11
C 4.84 -4.98 0.02 -0.14
H 2.39 -3.92 3.49 0.07
H -1.54 5.85 -3.00 0.10
H -2.59 5.47 7.77 0.09
H -0.80 -2.39 -2.46 0.11
H -2.23 -6.24 1.57 0.08
H -4.67 1.45 -4.33 0.08
O 0.17 -6.77 -1.58 -0.03
C 0.42 -5.46 1.01 -0.05
C 1.95 5.80 -2.97 -0.51
C -3.05 5.54 3.67 -0.39
H 4.24 1.35 3.63 0.10
C -3.05 -1.48 -5.56 -0.52
H -0.54 3.21 2.11 0.07
H -1.78 -2.62 -6.94 0.10
H -1.20 6.16 -0.60 0.12
H -0.24 -2.59 0.02 0.06
H 2.11 0.63 4.25 0.02
H -0.68 2.14 -0.25 0.14
H 2.32 7.45 -0.03 0.08
C 5.84 -3.76 3.51 -0.03
H -1.87 -2.12 -0.16 0.10
C 0.52 5.62 -3.57 -0.11
H 4.75 -7.88 0.22 0.09
H -1.10 -1.06 -6.43 0.07
H 0.43 -4.11 -4.08 0.08
H -3.96 -2.48 -2.44 0.13
O -3.38 4.06 0.54 -0.21
H 0.86 2.14 1.83 0.06
H -3.23 1.19 -2.18 0.10
H -3.79 -3.38 -5.96 0.11
H 2.70 7.41 -4.16 0.08
H -0.52 -3.92 3.21 0.04
H -0.69 -0.33 -0.48 0.11
H 0.62 0.45 -1.92 0.05
H -1.14 -2.48 -5.31 0.07
H 4.66 -1.98 1.85 0.12
H -0.94 -1.67 4.94 0.11
C -3.41 0.10 -2.12 -0.07
O 1.25 0.50 -0.13 -0.21
H -1.45 -3.93 1.59 0.11
H 3.56 -3.95 4.78 0.08
C -1.90 4.89 7.14 -0.12
H -5.51 -1.60 -2.42 0.12
H -3.06 4.14 -1.53 0.07
C -1.74 -6.60 0.66 -0.04
H -3.34 0.13 -6.95 0.08
H 4.84 -2.96 -0.63 0.12
O 3.47 1.59 3.12 -0.12
H -1.28 0.39 -4.09 0.08
H 6.03 -4.55 4.24 0.09
C 1.42 -4.14 -1.82 -0.04
C 4.97 -5.90 1.22 -0.52
O 1.43 0.41 4.90 -0.14
H 0.28 -5.74 -3.87 0.07
O -1.86 5.22 5.79 -0.21
H -4.77 -2.19 2.49 0.08
H -2.02 -3.65 -2.32 0.10
H 0.28 2.85 -2.31 0.07
C -3.90 4.04 -0.77 -0.17
H -2.40 0.79 -0.16 0.01
C -0.45 5.66 -1.19 -0.13
C 0.93 5.87 -0.63 -0.51
H -4.52 -0.43 2.39 0.09
H 0.98 -4.51 1.01 0.07
H -5.74 0.07 -4.58 0.07
H -4.44 3.11 -1.05 0.07
C -0.41 -2.17 4.08 -0.18
H 3.52 6.10 -1.18 0.07
C -0.84 -5.47 0.15 -0.55
H 1.62 7.99 -2.96 0.06
C -0.81 1.53 0.68 -0.39
O 0.36 0.75 -2.81 -0.11
H 6.16 -3.31 0.44 0.10
C 2.99 4.98 -3.77 -0.03
H -0.56 1.57 2.80 0.08
H 1.68 -3.94 -0.79 0.05
H -2.66 -4.36 0.28 0.13
H -4.00 -0.10 -1.25 0.08
H -2.97 3.10 0.66 0.08
```

LUMO = 0.01199 hartree
HOMO level = -8.24 eV
structure (SMILES) = CC1(C)CCCC(C)(C)N1O.CC1(C)CCCC(C)(C)N1O.CC1(C)CCCC(C)(C)N1O.CC1(C)CCCC(C)(C)N1O.COC[C@H](C)N.COC[C@H](C)N.CO.CO.CO.CO.CO.CO

No. 3
The following is a quantum chemistry calculation of C12H20O4SSbTl as an isolated structure, from the OMol25 dataset.

Structure (XYZ):
```
39
Properties=species:S:1:pos:R:3:lowdin_charge:R:1
H -2.30 3.31 -1.91 0.09
C -5.29 -1.11 -1.01 -0.08
H 3.38 4.34 0.91 -0.01
C -3.19 0.05 -1.08 -0.15
S 1.29 -2.24 0.16 0.24
H -5.06 0.86 -1.79 0.11
O 2.67 -1.90 -0.21 -0.44
Tl 1.23 -0.11 -1.89 1.00
H -2.80 -3.01 0.29 0.11
H -3.56 2.42 -2.77 0.09
H 4.11 0.44 -0.95 -0.03
C -3.30 -2.17 -0.17 -0.05
O 0.65 -1.16 0.91 -0.42
H 3.43 -0.58 1.99 -0.02
H 2.09 -3.46 1.98 0.07
C 3.55 0.45 2.33 -0.33
Sb 2.58 1.75 0.93 1.22
H 3.94 2.15 -1.42 0.00
H 5.08 1.68 -0.14 0.00
H -5.24 -3.09 -0.18 0.10
C 4.11 1.47 -0.58 -0.38
C 1.35 -3.65 1.20 -0.14
C -2.56 -1.04 -0.50 0.00
H -1.50 -1.00 -0.29 0.08
C -3.05 2.53 -1.82 -0.01
H 1.64 -4.51 0.61 0.07
C -4.66 -2.20 -0.43 -0.07
H 4.60 0.72 2.38 0.01
H 3.04 3.87 2.58 -0.01
C 3.50 3.55 1.65 -0.36
H -3.80 2.81 -1.07 0.09
H 3.09 0.56 3.31 0.00
C -2.37 1.24 -1.45 -0.38
H 4.56 3.36 1.82 0.00
C -4.56 0.02 -1.33 -0.03
H -6.36 -1.15 -1.22 0.10
O 0.49 -2.61 -1.02 -0.45
H 0.37 -3.79 1.64 0.07
O -1.15 1.17 -1.45 -0.10
```

relative energy (zero: lowest compared OMol25 entry of this formula, charge and spin) = 0.228 eV
LUMO = -0.00045 hartree
HOMO level = -8.22 eV